# 1
{"formula": "C30H59CaN2PS3Si2Te", "method": "ωB97M-V with the def2-TZVPD basis set", "gap_ev": 6.2, "multiplicity": 1, "elements": ["C", "C", "H", "C", "C", "H", "H", "H", "H", "H", "C", "C", "H", "C", "S", "C", "H", "H", "C", "H", "H", "H", "H", "H", "H", "C", "H", "H", "C", "H", "C", "C", "N", "C", "H", "H", "H", "C", "H", "H", "C", "H", "H", "C", "Si", "H", "H", "C", "H", "H", "H", "C", "H", "H", "C", "C", "H", "H", "H", "H", "Ca", "H", "C", "H", "H", "Si", "S", "S", "H", "H", "N", "H", "H", "C", "H", "H", "H", "H", "H", "P", "C", "H", "C", "H", "C", "H", "H", "H", "C", "H", "Te", "H", "C", "C", "H", "H", "C", "H", "H"], "xyz": [[12.2441, 14.0819, 11.8301], [11.6295, 12.7137, 5.4371], [14.1924, 6.8350, 6.2516], [12.3760, 10.5681, 6.9266], [15.8000, 7.9481, 5.5232], [15.1615, 14.2064, 10.8162], [8.7178, 7.8140, 6.8689], [17.0664, 6.5183, 6.4946], [15.9949, 8.9471, 5.1236], [13.0802, 12.8299, 14.8716], [9.2979, 6.0552, 8.1064], [15.3502, 14.4317, 11.8553], [6.9345, 12.3880, 8.9687], [14.4406, 7.9080, 6.2577], [10.7492, 6.7269, 14.0022], [13.6222, 15.6229, 14.0326], [9.2039, 6.3454, 6.0195], [11.5252, 6.6765, 6.2160], [12.6966, 13.0879, 6.4011], [9.8170, 14.0925, 8.7303], [13.1553, 16.5223, 13.5997], [8.2038, 11.7057, 9.9033], [14.8886, 12.9360, 14.7036], [8.2483, 5.8133, 8.1751], [15.7276, 7.2580, 4.6526], [16.9647, 8.1853, 7.8686], [9.9120, 5.1211, 7.9121], [13.6965, 8.3711, 5.6454], [17.0016, 7.6044, 6.4339], [8.5390, 15.1961, 8.3666], [13.9703, 12.7774, 14.1869], [6.5808, 15.1059, 10.9979], [15.4193, 9.6529, 11.7804], [9.1373, 14.8125, 9.1887], [8.9687, 6.8664, 10.1700], [14.0005, 11.7272, 13.8580], [16.9459, 7.3780, 8.6346], [10.9470, 7.4763, 6.7274], [10.2758, 10.2978, 7.3882], [15.7459, 9.5245, 9.0575], [10.4724, 12.1802, 6.2856], [11.9829, 11.9165, 4.7494], [11.7289, 15.0212, 12.0150], [15.7509, 9.1989, 8.0110], [8.0068, 14.0429, 10.4682], [14.4743, 7.5169, 8.3711], [6.6219, 11.9369, 10.6174], [11.9217, 7.6834, 13.2932], [10.4965, 5.9757, 9.9623], [11.1161, 11.6280, 8.2866], [12.9323, 15.3350, 14.8697], [9.4704, 6.9870, 6.8878], [15.7082, 11.6595, 12.1102], [17.5265, 8.2326, 13.8278], [13.4146, 11.7552, 6.8785], [9.7860, 6.6850, 9.4427], [11.0443, 8.3056, 10.1806], [12.3759, 13.9579, 10.7655], [9.7482, 11.7162, 5.5816], [6.1472, 15.6065, 10.1035], [13.2377, 9.2770, 11.3365], [9.8239, 8.7391, 8.9092], [10.5755, 8.0131, 9.1870], [12.2932, 13.6526, 7.2456], [17.9055, 8.7188, 8.1318], [13.8265, 14.1443, 12.9212], [12.7530, 6.7328, 12.0044], [12.1182, 9.4152, 13.6969], [15.8551, 10.0596, 7.2632], [11.2823, 13.5469, 4.8182], [16.0538, 8.5613, 12.3412], [10.9335, 8.3519, 6.0455], [14.2091, 11.5404, 6.1873], [16.9256, 10.3266, 13.3226], [5.8225, 14.5177, 11.4511], [17.5754, 11.0166, 13.8512], [12.1797, 6.9476, 8.3988], [15.6673, 15.4500, 11.9651], [9.7250, 15.5848, 9.6089], [12.8604, 9.2384, 8.2641], [16.9339, 8.9644, 13.2860], [8.3904, 13.0442, 12.7259], [11.6155, 7.8512, 8.0804], [16.1671, 13.8030, 12.1929], [16.0082, 10.6871, 12.3354], [9.9821, 13.0508, 6.7608], [12.2826, 10.0994, 5.9449], [13.4606, 13.7246, 5.9321], [8.9973, 13.6218, 12.0375], [15.8633, 7.6080, 12.0823], [10.8456, 12.4258, 12.0417], [13.8711, 11.8611, 7.8475], [10.9877, 11.1371, 7.3298], [7.3603, 12.3920, 9.9460], [17.9669, 7.7517, 5.9132], [14.5943, 15.8655, 14.4772], [14.4549, 8.3924, 7.7059], [6.9377, 15.8769, 11.6754], [9.3375, 14.5495, 12.5201]], "mulliken_charge": [-0.954, -0.684, 0.241, 0.000, -1.014, 0.345, 0.303, 0.321, 0.318, 0.273, -0.615, -1.299, 0.391, -0.733, -0.271, -1.185, 0.425, 0.359, -0.593, -0.354, 0.342, -0.003, 0.351, 0.374, 0.459, -0.666, 0.288, 0.305, -0.825, 0.391, -0.680, -1.020, -0.554, -0.495, 0.415, -0.025, 0.317, -0.582, -0.178, 0.193, -0.705, 0.256, 0.460, -0.500, 0.211, 0.573, 0.331, 0.105, 0.144, 0.015, 0.294, -0.806, 0.753, 0.447, -1.068, -0.782, -0.546, 0.358, 0.334, 0.291, 0.657, 0.218, -0.032, 0.130, 0.389, 0.652, -0.411, -0.327, 0.156, 0.464, 0.127, 0.020, 0.243, -0.446, 0.310, 0.403, 0.701, 0.402, 0.443, 0.288, -0.480, 0.574, 0.407, 0.414, -0.792, 0.170, 0.661, 0.433, -1.038, 0.192, 0.200, 0.383, -0.068, -0.783, 0.386, 0.298, 0.119, 0.312, 0.375]}

# 2
{"formula": "C30H59Cl3Li2N3O15S2", "method": "ωB97M-V with the def2-TZVPD basis set", "gap_ev": 4.0, "charge": -1, "multiplicity": 1, "elements": ["O", "H", "C", "H", "C", "C", "H", "H", "C", "C", "C", "H", "S", "C", "H", "H", "H", "C", "H", "H", "H", "H", "H", "O", "C", "C", "O", "H", "H", "H", "C", "H", "C", "C", "H", "H", "H", "H", "O", "H", "H", "N", "Cl", "H", "O", "N", "H", "O", "C", "H", "C", "H", "H", "H", "H", "O", "Cl", "H", "O", "O", "O", "C", "H", "H", "H", "O", "C", "H", "H", "H", "H", "H", "H", "C", "H", "Cl", "O", "N", "Li", "C", "H", "O", "C", "C", "O", "H", "C", "H", "C", "H", "O", "H", "H", "C", "H", "C", "H", "C", "H", "H", "H", "H", "H", "H", "H", "C", "Li", "H", "H", "C", "H", "C", "C", "S"], "xyz": [[-6.7213, -1.8655, -7.3256], [-0.6606, -2.8952, -0.9462], [4.5907, -3.1789, 1.5743], [-8.3585, -2.0736, -9.3976], [-0.0713, -2.4511, -0.1444], [-6.2145, -2.7065, -8.0216], [-2.3656, -3.6829, -0.0662], [-8.6061, -3.7554, -9.8956], [-0.9949, -4.0659, -4.1435], [1.3807, -2.7976, -0.4658], [1.4724, 3.3717, 4.9732], [4.3735, -1.9289, 5.7382], [1.0405, 0.9789, 7.7180], [0.2328, 7.1259, -3.1448], [0.0120, -3.7700, 1.6332], [-4.1277, -1.3302, -7.2237], [5.5133, -0.6120, 6.2211], [0.6200, 2.3350, 4.4299], [1.0900, 5.7758, 2.4595], [-0.7353, -2.2115, 1.8683], [2.9242, -1.1722, -1.7171], [4.9511, -4.2102, 1.6927], [0.6515, 4.0805, 2.3390], [6.0315, -1.6437, 4.4862], [-2.0429, -3.6879, 0.9710], [-0.2425, 6.5701, -0.9743], [0.2236, 1.9717, 6.9443], [-1.9896, -4.6969, 1.3761], [-0.3022, 3.7643, -2.0179], [-2.3095, -1.0334, -2.1501], [2.5652, -2.0333, 0.2296], [1.3423, 0.0567, 0.7705], [1.1282, 4.7365, 4.3615], [1.6587, -4.2904, -0.2994], [2.9514, -5.2189, 0.8350], [-4.9067, 1.0965, 1.9411], [-4.5270, -2.5833, -6.0096], [2.5111, 3.1056, 4.7702], [0.8173, -0.3721, 7.0704], [0.4484, 2.4411, -2.8910], [1.3002, 7.3310, -3.2488], [-0.0557, 1.5057, 3.9973], [-6.9685, -2.2448, 1.8629], [-0.2731, -1.3856, -0.2154], [-4.7936, -1.3036, 2.7037], [4.8442, 0.6592, -1.3936], [1.3321, 3.3706, 6.0614], [0.0639, 6.0611, -2.1920], [-0.3713, 8.0781, -1.0586], [-4.0183, -3.3947, 1.7077], [-0.4825, 2.7721, -2.4264], [4.2524, -1.5550, 2.8873], [1.4374, -2.5826, -1.5392], [6.4364, -3.2523, 3.2943], [-1.8297, 2.1513, -0.8572], [0.6161, 0.9142, 9.1194], [-2.1615, -4.7242, -2.9972], [-3.1463, -2.7894, -7.0921], [0.1208, 1.7168, -0.3275], [-3.0916, -1.5790, 1.2307], [-6.8352, -3.4205, -8.9633], [4.3615, -2.6373, 2.9784], [3.4572, -3.0127, 3.4549], [-0.1601, 6.8115, -4.1086], [-3.7437, 0.9251, 0.6075], [-4.9374, -3.0864, -7.9875], [3.3832, -3.2718, 0.6638], [-1.2530, 2.8460, -3.1970], [0.5426, 8.5300, -0.6708], [-0.1713, -3.6275, -3.5918], [-1.2313, 8.4242, -0.4934], [4.4345, -0.4154, 4.8618], [1.7616, 5.4925, 4.8256], [-0.6384, -3.0431, 1.1522], [-5.4143, 0.2483, 0.5110], [-1.7267, -2.8146, -5.1679], [1.3584, -5.2008, -1.0285], [2.4018, -4.3623, 0.9090], [-1.9849, -0.9966, 2.9147], [1.3165, 4.7828, 2.8467], [5.0386, 1.6280, -1.1633], [-0.3496, 5.8862, 0.0021], [3.8536, 0.1976, -0.3712], [-4.1718, -0.8582, 1.7876], [-1.4355, -1.1728, -2.5347], [3.8215, -3.5747, -0.3014], [-3.0471, -2.9123, 1.7969], [5.3461, -3.5333, 4.6742], [5.6094, -2.8345, 3.8685], [-0.1646, 9.2699, -2.9065], [2.4737, 1.3368, 7.6052], [-1.5308, -0.8799, -3.4478], [-1.5870, 8.2333, -2.8305], [-0.5326, 8.3061, -2.5608], [-0.6383, -4.8659, -4.7803], [5.0517, -1.1452, 5.3990], [-2.7044, -2.8879, 2.8453], [-8.2225, -3.1138, -9.1074], [-8.7608, -3.3229, -8.1850], [0.0949, 4.9931, 4.6007], [0.2588, 2.6009, 0.0330], [3.0299, 0.9031, -0.4265], [5.4039, -2.6580, 1.0688], [4.4056, -1.7472, -0.9399], [-1.0578, 0.8112, -1.7300], [-4.5519, 0.4389, 1.1531], [0.1536, -0.3422, 4.4857], [5.7044, 0.1483, -1.2217], [2.3461, 4.5399, 2.5724], [-0.9000, 1.8135, -1.3293], [4.3558, 0.2083, 0.5968], [-4.1474, -2.3994, -7.0121], [3.4647, -1.2229, -0.7722], [1.9030, -0.9069, 1.5288]], "mulliken_charge": [-0.532, 0.057, -1.417, 0.292, -0.299, 0.767, 0.016, 0.217, 0.173, -0.400, -0.128, 0.310, 1.154, -0.473, 0.696, 0.327, 0.311, 0.366, 0.321, -1.215, 0.168, 0.507, 0.166, -0.470, -0.471, 0.498, -0.763, 0.361, -0.067, 0.259, 2.713, 0.043, -0.699, -0.410, 0.444, 0.382, 0.346, 0.270, -0.759, 0.317, 0.258, -0.649, -0.803, -0.261, -0.442, -0.767, 0.281, -0.380, -0.444, 0.503, -0.827, 0.069, 0.438, 0.426, 0.196, -0.745, -0.161, 0.253, -0.343, -0.174, -0.316, 0.111, 0.419, 0.331, 0.057, -0.320, -1.845, 0.412, 0.262, -0.238, 0.297, 0.160, 0.366, 1.291, 0.287, -0.225, -0.654, -0.252, 0.903, -0.882, 0.268, -0.543, -0.228, 0.538, -0.484, 0.720, -0.981, 0.439, -0.895, 0.329, -0.742, 0.204, 0.275, -0.503, 0.424, -0.600, 0.596, -0.632, 0.297, 0.328, 0.128, 0.271, 0.365, 0.485, -0.235, -0.941, 0.657, 0.247, 0.316, 0.551, 0.344, -0.662, -1.324, 0.021]}

Values for HOMO energy, eV, ordered as above
-6.15, -4.00